a | {"formula": "C10H20Br10", "method": "ωB97M-V with the def2-TZVPD basis set", "homo_ev": -10.21, "charge": 0, "multiplicity": 1, "smiles": "BrCCBr.BrCCBr.BrCCBr.BrCCBr.BrCCBr", "symbols": ["Br", "C", "C", "Br", "H", "H", "H", "H", "Br", "C", "C", "Br", "H", "H", "H", "H", "Br", "C", "C", "Br", "H", "H", "H", "H", "Br", "C", "C", "Br", "H", "H", "H", "H", "Br", "C", "C", "Br", "H", "H", "H", "H"], "positions_angstrom": [[-1.261, -7.389, 2.341], [-0.368, -6.124, 3.530], [-0.332, -4.794, 2.805], [0.415, -3.411, 3.982], [0.636, -6.445, 3.769], [-1.036, -6.077, 4.373], [-1.318, -4.394, 2.590], [0.303, -4.831, 1.941], [-1.874, 0.958, -3.009], [-1.694, 2.843, -3.420], [-0.267, 3.300, -3.012], [-0.019, 3.260, -1.143], [-2.496, 3.379, -2.895], [-1.797, 3.030, -4.497], [-0.168, 4.309, -3.499], [0.435, 2.664, -3.527], [-4.964, 1.725, -0.025], [-3.684, 0.354, 0.523], [-3.999, -0.155, 1.916], [-2.440, -1.262, 2.512], [-2.707, 0.806, 0.481], [-3.625, -0.399, -0.306], [-4.912, -0.812, 1.982], [-3.979, 0.644, 2.663], [3.798, 4.143, 0.908], [4.081, 4.266, -1.015], [3.804, 2.881, -1.600], [3.875, 3.038, -3.548], [5.102, 4.573, -1.221], [3.460, 5.008, -1.449], [2.770, 2.618, -1.359], [4.616, 2.156, -1.333], [2.307, 0.494, 1.182], [1.497, -1.231, 0.790], [0.972, -1.266, -0.652], [0.009, -2.885, -0.975], [0.630, -1.318, 1.468], [2.260, -1.986, 0.975], [1.728, -1.224, -1.436], [0.242, -0.446, -0.809]], "mulliken_charge": [-0.168, -0.570, -0.565, -0.195, 0.404, 0.375, 0.375, 0.336, -0.152, -0.592, -0.611, -0.106, 0.362, 0.380, 0.348, 0.390, -0.160, -0.557, -0.462, -0.136, 0.292, 0.343, 0.350, 0.352, -0.173, -0.589, -0.285, -0.191, 0.415, 0.400, 0.029, 0.366, -0.178, -0.256, -0.326, -0.164, 0.030, 0.401, 0.364, 0.126]}

b | {"formula": "C10H20Br10", "method": "ωB97M-V with the def2-TZVPD basis set", "homo_ev": -10.42, "charge": 0, "multiplicity": 1, "smiles": "BrCCBr.BrCCBr.BrCCBr.BrCCBr.BrCCBr", "symbols": ["Br", "C", "C", "Br", "H", "H", "H", "H", "Br", "C", "C", "Br", "H", "H", "H", "H", "Br", "C", "C", "Br", "H", "H", "H", "H", "Br", "C", "C", "Br", "H", "H", "H", "H", "Br", "C", "C", "Br", "H", "H", "H", "H"], "positions_angstrom": [[-5.636, 1.182, 2.724], [-4.843, -0.243, 3.854], [-4.717, 0.242, 5.297], [-3.764, -1.100, 6.300], [-3.859, -0.515, 3.471], [-5.508, -1.100, 3.755], [-5.691, 0.379, 5.766], [-4.134, 1.132, 5.535], [3.659, 2.053, 4.441], [2.478, 3.532, 3.885], [1.040, 3.160, 4.328], [-0.171, 4.462, 3.416], [2.603, 3.451, 2.805], [2.788, 4.506, 4.263], [0.896, 3.207, 5.408], [0.732, 2.161, 4.020], [-0.934, 0.798, -0.938], [-2.297, 1.308, -2.314], [-1.616, 1.248, -3.719], [-2.957, 0.959, -5.156], [-2.607, 2.331, -2.103], [-3.112, 0.585, -2.358], [-1.085, 0.302, -3.613], [-0.964, 2.074, -4.002], [2.969, 0.906, -6.894], [4.124, 1.046, -5.223], [4.395, -0.310, -4.464], [5.561, 0.181, -2.936], [3.836, 1.866, -4.565], [5.102, 1.272, -5.649], [4.954, -1.082, -4.993], [3.420, -0.647, -4.113], [2.704, -5.547, -1.794], [1.366, -4.883, -0.459], [-0.018, -4.958, -1.054], [-1.370, -4.700, 0.386], [1.467, -3.812, -0.284], [1.515, -5.547, 0.392], [-0.152, -5.809, -1.721], [-0.171, -4.089, -1.694]], "mulliken_charge": [-0.169, -0.594, -0.548, -0.145, 0.384, 0.365, 0.351, 0.355, -0.168, -0.565, -0.611, -0.171, 0.356, 0.387, 0.379, 0.393, -0.161, -0.555, -0.519, -0.163, 0.340, 0.393, 0.301, 0.365, -0.176, -0.708, -0.450, -0.144, 0.421, 0.373, 0.360, 0.324, -0.171, -0.539, -0.606, -0.152, 0.350, 0.377, 0.417, 0.325]}

Decreasing stability: a, b

a | {"formula": "C5H9ClOS", "method": "ωB97M-V with the def2-TZVPD basis set", "homo_ev": -8.57, "charge": 0, "multiplicity": 1, "symbols": ["C", "C", "C", "C", "C", "H", "H", "H", "H", "H", "H", "H", "H", "H", "O", "S", "Cl"], "positions_angstrom": [[1.714, 2.169, 1.483], [-0.021, 1.064, 0.039], [-0.191, -0.055, -0.737], [1.066, -0.788, -1.131], [-2.632, -1.635, -0.434], [2.736, 2.001, 1.521], [1.075, 3.072, 1.248], [1.271, 1.589, 2.448], [-0.719, 1.878, 0.476], [2.002, -0.463, -0.185], [1.615, -0.829, -2.244], [-1.900, -2.589, -0.552], [-3.584, -1.860, -0.987], [-2.691, -1.726, 0.711], [1.300, 1.202, 0.445], [-1.861, -0.270, -1.344], [0.821, -2.761, -0.759]], "mulliken_charge": [-0.674, -0.016, -0.046, -0.317, -0.661, 0.294, 0.254, 0.283, 0.291, 0.277, 0.297, 0.154, 0.278, 0.292, -0.346, -0.078, -0.281]}

b | {"formula": "C5H9ClOS", "method": "ωB97M-V with the def2-TZVPD basis set", "homo_ev": -9.44, "charge": 0, "multiplicity": 1, "symbols": ["C", "C", "C", "C", "C", "H", "H", "H", "H", "H", "H", "H", "H", "H", "O", "S", "Cl"], "positions_angstrom": [[-1.623, -0.056, -0.297], [-0.352, 0.757, 0.112], [0.353, 0.273, 1.472], [1.460, -0.248, 0.595], [0.939, 0.520, -0.643], [-1.892, -2.255, -1.737], [-1.707, -0.169, -1.436], [-2.413, 0.370, 0.454], [-0.072, -0.378, 2.250], [0.636, 1.236, 2.108], [1.613, -1.288, 0.512], [2.575, 0.068, 1.054], [1.387, 1.492, -0.573], [0.634, -0.896, -1.904], [0.936, -0.029, -2.002], [-1.419, -1.829, -0.079], [-1.053, 2.430, 0.113]], "mulliken_charge": [-0.875, 0.620, -0.708, -0.563, -0.157, 0.133, 0.340, 0.349, 0.288, 0.277, 0.318, 0.216, 0.394, 0.339, -0.521, -0.241, -0.210]}

Decreasing stability: b, a

a | {"formula": "C5H18N2O4", "method": "ωB97M-V with the def2-TZVPD basis set", "homo_ev": -9.48, "charge": 0, "multiplicity": 1, "smiles": "CC(C)[C@H](N)C(N)=O.O.O.O", "symbols": ["N", "C", "C", "C", "C", "C", "N", "O", "H", "H", "H", "H", "H", "H", "H", "H", "H", "H", "H", "H", "H", "H", "O", "H", "H", "O", "H", "H", "O"], "positions_angstrom": [[1.372, -0.530, -1.094], [0.156, -0.518, -0.303], [0.315, 0.412, 0.896], [-0.879, 0.361, 1.881], [0.707, 1.867, 0.518], [-1.037, -0.048, -1.175], [-2.261, -0.536, -0.921], [-0.777, 0.823, -2.005], [1.394, -1.354, -1.676], [1.401, 0.298, -1.681], [0.034, -1.556, 0.006], [1.128, 0.006, 1.492], [-0.745, 1.098, 2.663], [-0.824, -0.610, 2.381], [-1.826, 0.459, 1.359], [0.780, 2.030, -0.549], [0.122, 2.612, 1.053], [1.723, 2.023, 0.902], [-2.352, -1.433, -0.477], [-3.030, -0.166, -1.459], [4.016, -1.519, 0.646], [3.083, -0.383, 0.280], [3.318, -0.970, 1.019], [-1.905, 2.196, -1.108], [-2.779, 2.789, -2.084], [-2.855, 2.394, -1.194], [1.722, -3.748, 1.499], [1.988, -2.286, 1.784], [1.268, -2.941, 1.771]], "mulliken_charge": [-0.585, -0.149, 0.737, -1.683, -1.698, 0.009, -0.250, -0.642, 0.255, 0.251, 0.699, 0.324, 0.507, 0.320, 0.355, 0.391, 0.379, 0.348, 0.241, 0.264, 0.301, 0.299, -0.681, 0.279, 0.329, -0.625, 0.278, 0.360, -0.613]}

b | {"formula": "C5H18N2O4", "method": "ωB97M-V with the def2-TZVPD basis set", "homo_ev": -9.47, "charge": 0, "multiplicity": 1, "smiles": "CNC[C@@H](C)NC=O.O.O.O", "symbols": ["C", "N", "C", "C", "C", "N", "C", "O", "H", "H", "H", "H", "H", "H", "H", "H", "H", "H", "H", "H", "H", "H", "O", "H", "H", "O", "H", "H", "O"], "positions_angstrom": [[-0.753, 2.314, -0.081], [-0.685, 1.443, 0.991], [-2.655, -0.153, 1.113], [-1.203, 0.042, 0.783], [-0.256, -0.965, 1.499], [0.812, -1.116, 0.321], [1.503, -2.346, 0.535], [-1.009, 1.779, -1.134], [-0.413, 3.338, 0.013], [-0.853, 1.835, 1.868], [-2.753, -0.121, 2.234], [-3.309, 0.661, 0.807], [-2.846, -1.087, 0.496], [-1.018, -0.147, -0.265], [-0.734, -1.974, 1.757], [0.137, -0.592, 2.461], [1.502, -0.378, 0.363], [0.876, -3.236, 0.110], [2.428, -2.272, -0.102], [1.733, -2.478, 1.645], [0.374, 2.057, -2.306], [0.749, 0.525, -2.830], [1.171, 1.345, -2.452], [0.623, -1.151, -1.689], [-0.757, -1.392, -2.411], [0.149, -1.191, -2.485], [2.960, 1.685, -0.943], [1.671, 1.787, -0.219], [2.557, 1.788, -0.078]], "mulliken_charge": [-0.123, -0.162, -1.415, 0.852, -0.917, -0.132, -0.954, -0.590, 0.479, 0.251, 0.335, 0.381, 0.331, -0.106, 0.458, 0.301, 0.176, 0.257, 0.336, 0.347, 0.368, 0.384, -0.731, 0.385, 0.266, -0.704, 0.329, 0.255, -0.654]}

Decreasing stability: a, b

a | {"formula": "C2H5N2O2", "method": "ωB97M-V with the def2-TZVPD basis set", "homo_ev": -4.71, "charge": -1, "multiplicity": 1, "symbols": ["N", "C", "N", "H", "H", "H", "H", "O", "C", "O", "H"], "positions_angstrom": [[0.344, -0.952, 0.380], [1.199, -0.454, 1.280], [2.126, -1.115, 1.886], [0.746, -1.758, -0.076], [-0.127, -0.303, -0.290], [1.209, 0.638, 1.421], [2.709, -0.489, 2.428], [-1.643, 1.330, -0.219], [-1.577, 0.884, -1.369], [-0.566, 0.363, -1.930], [-2.521, 1.036, -1.966]], "mulliken_charge": [-0.443, 0.174, -0.789, 0.260, 0.307, 0.256, 0.218, -0.633, 0.049, -0.744, 0.346]}

b | {"formula": "C2H5N2O2", "method": "ωB97M-V with the def2-TZVPD basis set", "homo_ev": -4.54, "charge": -1, "multiplicity": 1, "symbols": ["N", "C", "N", "H", "H", "H", "H", "O", "C", "O", "H"], "positions_angstrom": [[0.066, -0.684, -1.065], [1.246, -1.397, -0.799], [1.958, -2.370, -1.363], [-0.117, -0.422, -2.100], [-0.137, 0.040, -0.309], [1.757, -1.040, 0.187], [2.535, -2.785, -0.708], [-0.204, 1.839, 0.529], [-1.201, 1.764, 1.297], [-1.944, 0.751, 1.332], [-1.283, 2.657, 2.057]], "mulliken_charge": [-0.446, 0.160, -0.761, 0.233, 0.389, 0.159, 0.261, -0.729, 0.131, -0.686, 0.289]}

Decreasing stability: a, b